{
  "formula": "C16H20N3OSe5Si2V",
  "method": "ωB97M-V with the def2-TZVPD basis set",
  "fmax_ev_per_a": 0.5,
  "homo_lumo_gap_ev": [6.40, 5.37],
  "de_lowest_kj_mol": 0.0,
  "homo_energy_ev": [-7.86, -7.78],
  "spin_multiplicity": 3,
  "total_energy_ha": -14391.3904,
  "elements": ["V", "Se", "Se", "Se", "Se", "C", "Si", "C", "C", "C", "C", "C", "C", "C", "Si", "C", "C", "H", "H", "H", "H", "H", "H", "H", "H", "H", "H", "H", "H", "H", "H", "H", "H", "Se", "N", "C", "C", "C", "C", "C", "C", "N", "H", "H", "H", "H", "O", "N"],
  "positions_angstrom": [[0.073, 0.580, -0.153], [-1.239, 1.639, 1.646], [-0.328, 3.388, 0.527], [-1.778, 3.660, -1.396], [-1.845, 1.578, -2.156], [2.377, 1.763, 2.435], [1.782, 0.179, 1.594], [3.321, -0.593, 0.819], [1.222, -1.026, 2.937], [1.996, -1.048, 4.106], [1.738, -1.929, 5.142], [0.688, -2.828, 5.027], [-0.086, -2.821, 3.879], [0.156, -1.932, 2.822], [-1.090, -2.084, 1.415], [-0.991, -3.811, 0.716], [-2.777, -1.707, 2.115], [3.307, 1.588, 2.984], [1.636, 2.158, 3.131], [2.594, 2.538, 1.693], [4.018, -0.886, 1.609], [3.840, 0.110, 0.160], [3.076, -1.486, 0.241], [2.825, -0.356, 4.212], [2.353, -1.917, 6.033], [0.472, -3.525, 5.826], [-0.906, -3.530, 3.811], [-1.117, -4.567, 1.494], [-0.018, -3.970, 0.249], [-1.762, -3.964, -0.041], [-3.084, -2.460, 2.843], [-3.522, -1.677, 1.318], [-2.782, -0.742, 2.626], [2.289, 2.995, -1.420], [1.709, 1.290, -1.439], [2.472, 0.633, -2.315], [2.357, -0.754, -2.646], [3.218, -1.272, -3.556], [4.233, -0.482, -4.194], [4.374, 0.831, -3.915], [3.488, 1.429, -2.958], [3.548, 2.700, -2.618], [1.603, -1.365, -2.181], [3.138, -2.321, -3.810], [4.891, -0.953, -4.912], [5.130, 1.446, -4.384], [0.174, -1.095, -0.794], [-0.959, -0.974, 0.052]]
}